DFT (ωB97M-V with the def2-TZVPD basis set) results for C18H31HfN2OPSSi as an isolated structure.

Output
HOMO = -5.98 eV
Relative energy (zero: lowest compared OMol25 entry of this formula, charge and spin) = 0.0000 eV
F_max = 3.53 eV Å⁻¹

Cartesian coordinates (Å):
Hf  0.04  0.79  0.99
Si  -1.92  2.34  1.75
P  -2.41  -0.49  0.18
N  0.14  0.86  -0.98
H  -0.40  -2.68  1.44
C  -2.12  -2.08  -0.62
H  -2.94  -2.79  -0.51
H  -1.24  -2.53  -0.18
H  -1.91  -1.97  -1.69
C  -3.74  -0.96  1.36
H  -4.55  -1.51  0.87
H  -4.15  -0.08  1.86
H  -3.31  -1.62  2.13
C  -3.24  0.47  -1.17
H  -4.20  0.01  -1.44
H  -2.57  0.51  -2.05
H  -3.41  1.51  -0.83
C  -2.11  2.16  3.63
H  -1.26  1.76  4.20
H  -2.99  1.60  3.92
H  -2.24  3.20  3.87
H  -1.09  3.65  1.50
H  -3.23  2.52  1.17
C  0.27  1.57  -2.10
C  0.78  1.70  -4.45
C  0.89  1.04  -3.24
C  -0.36  2.85  -2.18
C  -0.47  3.49  -3.39
C  0.09  2.92  -4.54
H  1.22  1.23  -5.33
H  1.33  0.06  -3.10
H  -0.84  3.23  -1.27
H  -1.01  4.42  -3.47
H  0.00  3.41  -5.50
C  0.01  -2.20  2.30
O  0.07  -0.79  2.30
C  1.38  -2.75  2.66
H  1.71  -2.45  3.65
H  2.17  -2.40  2.00
H  1.41  -3.84  2.60
C  -1.02  -2.68  3.33
H  -1.24  -3.76  3.20
H  -1.96  -2.14  3.41
H  -0.53  -2.61  4.31
S  2.58  0.88  1.30
C  3.44  0.11  0.01
N  4.61  0.71  -0.36
C  5.45  0.20  -1.31
C  5.14  -1.02  -1.89
C  3.95  -1.67  -1.51
C  3.10  -1.09  -0.57
H  4.79  1.59  0.11
H  6.27  0.86  -1.55
H  5.81  -1.42  -2.66
H  3.65  -2.62  -1.94
H  2.17  -1.49  -0.20

=====

DFT (ωB97M-V with the def2-TZVPD basis set) results for a 40-piece molecular cluster, H80O40 overall.

Output
HOMO = -10.00 eV
Relative energy (zero: lowest compared OMol25 entry of this formula, charge and spin) = 10.0410 eV
F_max = 5.14 eV Å⁻¹

Cartesian coordinates (Å):
H  -5.33  -0.56  1.76
H  -6.02  0.81  1.24
O  -5.22  0.34  1.45
H  -3.44  3.68  1.31
H  -3.92  3.98  -0.08
O  -4.15  4.18  0.83
H  1.80  1.25  1.38
H  1.42  1.58  -0.03
O  1.89  0.92  0.47
H  4.36  0.38  3.37
H  4.89  -0.87  2.89
O  4.20  -0.56  3.47
H  6.63  -0.72  -0.02
H  5.55  -0.11  -0.41
O  5.96  -0.36  0.57
H  -4.30  1.02  -1.63
O  -4.61  1.94  -1.72
H  3.93  2.72  3.08
O  3.87  3.40  2.39
H  1.08  3.69  4.88
H  1.11  5.07  4.22
O  1.42  4.58  4.98
H  -1.73  -2.87  3.96
H  -1.15  -1.49  4.06
O  -2.04  -1.93  3.95
H  2.40  4.07  2.02
H  1.02  3.52  1.72
O  1.44  4.34  1.97
H  -4.26  1.17  -4.27
H  -4.06  -0.22  -3.86
O  -3.55  0.64  -3.85
H  -1.28  2.18  -6.06
O  -1.47  2.70  -5.29
H  -1.95  -4.08  -3.22
H  -1.23  -4.35  -4.55
O  -1.80  -3.71  -4.12
H  -2.74  2.35  -0.18
H  -1.92  1.24  -0.82
O  -1.85  2.04  -0.30
H  2.45  3.07  -1.96
H  3.97  3.44  -1.94
O  3.32  2.76  -1.65
H  -2.18  -0.29  0.69
H  -1.63  -1.22  1.80
O  -1.39  -0.43  1.29
H  -0.61  -5.21  -0.90
H  0.31  -4.01  -1.53
O  -0.54  -4.34  -1.25
H  -3.71  0.31  5.32
H  -3.00  -0.75  5.22
O  -2.73  0.13  5.60
H  3.02  -2.29  -3.88
O  2.31  -2.63  -4.41
H  3.18  -3.66  4.87
H  2.06  -2.80  4.73
O  2.20  -3.72  4.99
H  2.65  -4.77  -2.00
O  2.11  -4.89  -2.79
H  -3.76  -1.49  -0.95
H  -3.98  -2.69  0.13
O  -3.58  -1.80  -0.01
H  -2.84  -1.90  -3.53
H  -2.28  -0.56  -3.17
O  -2.72  -1.42  -2.71
H  -2.44  -3.55  1.32
H  -2.76  -4.49  0.13
O  -3.17  -4.03  0.90
H  3.36  1.42  -3.73
H  2.97  2.62  -4.43
O  3.50  1.82  -4.61
H  2.71  0.85  -2.38
H  2.58  -0.36  -3.37
O  2.42  -0.10  -2.46
H  2.83  -1.52  -1.72
H  2.44  -2.43  -0.59
O  3.27  -2.11  -1.08
H  -0.70  2.90  5.79
H  -1.28  1.65  5.12
O  -0.65  2.38  4.99
H  0.10  5.09  -0.05
H  0.00  3.39  -0.23
O  0.23  4.26  -0.53
H  -1.07  0.34  -2.03
H  -0.11  0.21  -0.90
O  -0.17  0.56  -1.80
H  -4.86  -2.34  -3.84
H  -5.61  -1.25  -3.17
O  -5.15  -1.44  -4.03
H  0.35  -4.04  2.36
O  -0.15  -4.74  2.85
H  4.63  -4.59  -0.14
H  4.12  -3.56  -1.33
O  4.28  -4.49  -1.10
H  2.28  -3.58  -4.37
H  -4.24  2.39  -2.48
H  2.09  -5.74  -3.19
H  4.60  2.94  1.86
H  -1.08  3.56  -5.43
H  0.48  -5.45  3.12
O  -3.84  4.15  3.80
H  -3.57  4.77  3.11
H  -4.66  3.81  3.40
O  0.41  -1.83  0.09
H  -0.20  -2.04  -0.64
H  0.06  -1.30  0.82
O  -0.16  1.74  1.91
H  -0.71  2.00  1.12
H  -0.58  1.85  2.76
O  1.18  3.57  -3.09
H  0.96  4.01  -2.26
H  0.74  2.73  -3.19
O  -2.54  2.31  2.12
H  -2.04  3.04  2.49
H  -2.81  1.68  2.82
O  5.13  -1.68  -3.12
H  4.52  -2.10  -2.52
H  5.26  -2.20  -3.92
O  2.62  -2.02  1.74
H  3.41  -1.61  1.35
H  1.88  -1.57  1.34

=====

DFT (ωB97M-V with the def2-TZVPD basis set) results for C28H41BrCsF6I2N2O6S6 as an isolated structure.

Output
HOMO = -4.73 eV
Relative energy (zero: lowest compared OMol25 entry of this formula, charge and spin) = 0.0712 eV
F_max = 0.69 eV Å⁻¹
Charge = -1

Cartesian coordinates (Å):
Cs  -0.34  2.02  -0.92
C  6.71  -0.76  1.24
C  6.13  0.41  2.04
S  4.31  0.45  2.01
C  3.96  2.04  1.23
C  4.32  2.18  -0.24
S  3.30  1.15  -1.34
C  4.45  -0.05  -2.04
C  5.09  -1.07  -1.11
S  6.75  -0.54  -0.55
H  6.20  -1.69  1.48
H  7.76  -0.89  1.51
H  6.50  1.36  1.65
H  6.44  0.32  3.08
H  4.43  2.84  1.81
H  2.88  2.16  1.36
H  5.37  1.92  -0.42
H  4.17  3.21  -0.54
H  5.22  0.50  -2.60
H  3.83  -0.56  -2.78
H  5.21  -2.02  -1.63
H  4.46  -1.23  -0.23
F  0.99  2.69  4.84
C  -0.14  3.15  4.30
F  -0.41  4.34  4.83
F  -1.14  2.31  4.61
S  0.00  3.25  2.47
O  -1.24  3.81  1.99
O  0.30  1.90  2.04
N  1.23  4.23  2.42
S  1.69  4.92  1.09
O  1.43  4.14  -0.11
O  2.99  5.48  1.26
C  0.55  6.39  0.90
F  0.18  6.86  2.09
F  1.20  7.36  0.26
F  -0.53  6.07  0.20
O  -1.85  -1.61  0.45
C  -1.23  -2.43  1.42
C  -0.08  -1.78  2.17
C  1.01  -1.16  1.29
C  1.51  -2.07  0.20
C  2.20  -3.24  0.50
C  2.65  -4.05  -0.53
C  2.42  -3.65  -1.84
C  1.73  -2.46  -2.04
N  1.28  -1.69  -1.06
H  -1.93  -0.69  0.75
H  -0.85  -3.30  0.87
H  -1.97  -2.80  2.15
H  0.36  -2.55  2.82
H  -0.46  -1.00  2.84
H  1.84  -0.87  1.93
H  0.65  -0.25  0.82
H  2.39  -3.51  1.53
H  3.19  -4.96  -0.32
H  2.76  -4.24  -2.68
H  1.53  -2.11  -3.05
Br  0.09  -3.36  -6.26
C  -0.49  -3.78  -4.51
C  -0.28  -5.08  -4.06
C  -0.67  -5.44  -2.78
C  -1.27  -4.50  -1.96
C  -1.48  -3.20  -2.40
C  -1.10  -2.83  -3.69
I  -1.41  -0.84  -4.25
H  0.20  -5.79  -4.72
H  -0.50  -6.45  -2.44
H  -1.57  -4.77  -0.95
H  -1.90  -2.47  -1.73
I  -2.06  3.16  -4.08
C  -6.97  -1.95  -0.83
C  -6.04  -0.85  -1.33
C  -5.12  -0.36  -0.22
S  -3.98  0.90  -0.85
O  -2.87  0.99  0.16
C  -4.99  2.41  -0.64
C  -4.69  3.15  0.65
C  -5.17  2.45  1.92
H  -7.61  -2.31  -1.63
H  -7.61  -1.59  -0.02
H  -6.40  -2.80  -0.45
H  -6.63  -0.02  -1.72
H  -5.43  -1.22  -2.16
H  -4.44  -1.14  0.12
H  -5.67  0.03  0.64
H  -6.03  2.12  -0.73
H  -4.72  3.02  -1.51
H  -5.15  4.14  0.57
H  -3.61  3.31  0.73
H  -6.24  2.21  1.86
H  -5.02  3.08  2.79
H  -4.61  1.53  2.08

=====

DFT (ωB97M-V with the def2-TZVPD basis set) results for C33H36ClN5Ta as an isolated structure.

Output
HOMO = -16.62 eV
Relative energy (zero: lowest compared OMol25 entry of this formula, charge and spin) = 0.2834 eV
F_max = 0.32 eV Å⁻¹
Charge = +3

Cartesian coordinates (Å):
Ta  0.01  0.23  0.18
C  -3.82  0.27  -0.59
C  -3.31  1.45  0.25
C  -2.59  1.09  1.56
N  -1.12  1.29  1.49
C  -0.50  2.20  2.34
C  -1.13  2.76  3.44
C  -0.72  3.74  4.34
C  0.45  4.48  4.37
C  1.53  4.34  3.51
C  1.71  3.42  2.49
C  0.87  2.43  1.98
N  1.30  1.58  1.00
C  2.70  1.64  0.55
C  3.05  0.41  -0.28
C  2.87  -0.86  0.54
N  1.45  -1.14  0.70
C  1.03  -2.23  1.40
C  1.96  -3.07  2.04
C  1.77  -4.23  2.77
C  0.58  -4.89  3.09
C  -0.69  -4.54  2.72
C  -1.11  -3.45  1.94
C  -0.39  -2.42  1.36
N  -1.01  -1.46  0.58
C  -2.33  -1.78  0.01
C  -2.77  -0.75  -1.04
H  -4.60  -0.26  -0.04
H  -4.31  0.68  -1.47
H  -2.66  2.09  -0.35
H  -4.18  2.06  0.50
H  -2.99  1.74  2.33
H  -2.79  0.07  1.89
H  -2.11  2.37  3.68
H  -1.44  3.96  5.12
H  0.53  5.23  5.14
H  2.36  5.02  3.68
H  2.68  3.50  2.00
H  2.86  2.55  -0.04
H  3.37  1.67  1.41
H  2.44  0.35  -1.20
H  4.08  0.49  -0.62
H  3.35  -1.71  0.03
H  3.36  -0.74  1.51
H  3.00  -2.78  1.95
H  2.68  -4.68  3.15
H  0.68  -5.79  3.69
H  -1.49  -5.18  3.06
H  -2.18  -3.41  1.79
H  -2.25  -2.77  -0.45
H  -3.09  -1.84  0.79
H  -1.89  -0.24  -1.48
H  -3.17  -1.30  -1.89
C  -0.29  -2.19  -4.63
C  -0.58  -2.66  -3.35
C  0.41  -2.72  -2.39
C  1.70  -2.30  -2.69
C  2.00  -1.82  -3.96
C  1.00  -1.77  -4.93
H  -1.06  -2.18  -5.39
H  -1.58  -3.04  -3.14
H  0.20  -3.15  -1.42
H  2.50  -2.42  -1.97
H  3.01  -1.53  -4.22
H  1.24  -1.44  -5.93
Cl  -0.21  5.22  -2.53
C  -0.13  3.53  -2.71
C  -0.03  2.94  -3.97
C  0.05  1.56  -4.06
C  0.02  0.80  -2.91
N  -0.09  1.37  -1.69
C  -0.16  2.72  -1.60
H  -0.01  3.56  -4.86
H  0.13  1.06  -5.02
H  0.06  -0.28  -2.95
H  -0.23  3.16  -0.61

=====

DFT (ωB97M-V with the def2-TZVPD basis set) results for one molecule with the formula C4H4O3.

Output
HOMO = -9.68 eV
Relative energy (zero: lowest compared OMol25 entry of this formula, charge and spin) = 4.9058 eV
F_max = 2.03 eV Å⁻¹

Cartesian coordinates (Å):
C  -1.38  0.45  -0.65
C  -0.17  -0.19  -0.04
O  -0.08  -1.56  0.11
C  0.30  -0.60  1.27
O  0.20  -0.74  2.46
C  2.02  0.09  0.19
O  1.14  0.34  -0.72
H  -2.27  0.17  -0.08
H  -1.50  0.10  -1.68
H  -1.28  1.55  -0.65
H  3.02  0.38  -0.20

=====

DFT (ωB97M-V with the def2-TZVPD basis set) results for a 17-piece molecular cluster, C25H35Cl48FO2Si overall.

Output
HOMO = -10.26 eV
F_max = 0.85 eV Å⁻¹

Cartesian coordinates (Å):
C  0.03  -0.93  -3.28
C  -1.33  -0.29  -3.53
O  -2.12  -0.07  -2.35
C  -1.84  1.04  -1.61
O  -2.72  1.82  -1.36
C  -0.43  1.20  -1.11
C  -0.30  1.92  0.23
C  -0.32  0.99  1.46
Si  -1.71  1.30  2.71
C  -1.02  1.68  4.42
C  -0.32  3.02  4.56
C  0.96  3.17  3.75
F  -1.19  4.04  4.15
H  0.39  -1.35  -4.22
H  0.78  -0.22  -2.94
H  -0.08  -1.73  -2.54
H  -1.88  -0.99  -4.14
H  -1.23  0.62  -4.12
H  0.03  0.22  -1.03
H  0.16  1.72  -1.88
H  0.67  2.43  0.22
H  -1.05  2.71  0.29
H  -0.40  -0.05  1.14
H  0.61  1.10  2.00
H  -2.60  2.37  2.23
H  -2.52  0.06  2.84
H  -0.35  0.86  4.71
H  -1.87  1.69  5.10
H  -0.11  3.19  5.62
H  1.55  2.26  3.75
H  1.55  3.99  4.14
H  0.69  3.44  2.73
C  4.85  1.93  4.74
Cl  3.89  3.16  5.56
Cl  5.68  0.90  5.89
Cl  3.83  0.96  3.66
H  5.59  2.43  4.13
C  3.80  0.66  -1.12
Cl  3.28  1.65  -2.48
Cl  2.79  0.94  0.31
Cl  3.79  -1.05  -1.53
H  4.81  0.96  -0.87
C  -3.76  -4.28  -4.51
Cl  -2.25  -4.66  -5.36
Cl  -3.58  -2.78  -3.59
Cl  -5.11  -4.18  -5.63
H  -3.96  -5.08  -3.81
C  -5.39  -8.32  -6.89
Cl  -7.02  -7.89  -6.41
Cl  -4.20  -7.64  -5.79
Cl  -5.20  -10.07  -7.02
H  -5.20  -7.89  -7.87
C  -0.09  -7.90  -7.56
Cl  -1.71  -8.51  -7.89
Cl  0.45  -8.37  -5.95
Cl  1.05  -8.46  -8.79
H  -0.12  -6.82  -7.60
C  -4.05  5.32  5.39
Cl  -5.00  6.29  4.28
Cl  -4.49  5.69  7.07
Cl  -4.25  3.60  5.07
H  -3.00  5.56  5.26
C  7.69  -0.15  0.64
Cl  7.41  -0.27  -1.10
Cl  9.24  0.63  0.97
Cl  6.37  0.71  1.44
H  7.73  -1.15  1.05
C  6.44  4.67  -0.65
Cl  6.49  6.25  0.12
Cl  7.69  3.61  0.00
Cl  4.84  3.94  -0.50
H  6.64  4.77  -1.71
C  7.00  2.45  -3.76
Cl  8.74  2.49  -3.99
Cl  6.31  4.07  -3.98
Cl  6.24  1.30  -4.84
H  6.80  2.15  -2.74
C  0.10  0.73  8.38
Cl  1.48  0.96  7.30
Cl  -0.55  2.29  8.89
Cl  -1.14  -0.26  7.61
H  0.45  0.21  9.25
C  -8.07  5.70  7.78
Cl  -8.98  6.66  6.62
Cl  -8.57  6.07  9.43
Cl  -8.24  3.98  7.44
H  -7.03  5.96  7.68
C  -3.19  -7.84  -12.00
Cl  -2.91  -6.13  -12.33
Cl  -1.67  -8.68  -11.72
Cl  -4.29  -8.04  -10.63
H  -3.67  -8.28  -12.86
C  5.88  -3.42  5.47
Cl  7.48  -2.78  5.85
Cl  4.86  -2.16  4.77
Cl  6.00  -4.81  4.39
H  5.42  -3.75  6.39
C  -3.17  6.31  0.35
Cl  -4.15  7.61  1.04
Cl  -2.39  5.37  1.62
Cl  -4.13  5.27  -0.70
H  -2.39  6.77  -0.25
C  -5.37  -0.03  -0.66
Cl  -6.57  1.17  -0.18
Cl  -4.95  -1.08  0.69
Cl  -5.93  -0.99  -2.02
H  -4.48  0.50  -0.97
C  1.39  -4.11  0.05
Cl  2.88  -4.66  -0.73
Cl  1.60  -2.50  0.74
Cl  0.04  -4.15  -1.08
H  1.16  -4.79  0.86

=====

no.,gap between HOMO and LUMO (eV)
1,5.0
2,9.5
3,6.5
4,6.8
5,9.6
6,10.3